<w>
Computed, not measured: C4H3N3O in the gas phase, with ωB97M-V with the def2-TZVPD basis set.

ORCA input file:
```
! wB97M-V def2-TZVPD RIJCOSX def2/J DEFGRID3
* xyz 0 1
C -1.4237 -1.0733 0.1003
C 0.0722 0.6738 -0.0830
C 1.4727 1.0010 0.0780
C 0.1395 -0.7868 -0.0128
H -1.7912 -1.4267 0.9960
H -1.8452 -1.5586 -0.8041
H 1.9638 2.0514 0.0582
N -1.0839 1.2886 0.0611
N 2.1505 -0.0970 -0.0407
N 1.3353 -1.2109 -0.0158
O -2.0881 0.2725 -0.0972
*
```

Calculated values
- LUMO level: -1.587 eV
- Frontier orbital gap: 8.80 eV
- Highest occupied orbital energy: -10.4 eV
- SMILES: C1=NN=C2CON=C12



<x>
Computed, not measured: C4H3N3O in the gas phase, with ωB97M-V with the def2-TZVPD basis set.

ORCA input file:
```
! wB97M-V def2-TZVPD RIJCOSX def2/J DEFGRID3
* xyz 0 1
C 1.2411 -0.4871 -0.1828
C 0.7968 1.0123 -0.1437
C -0.9637 -0.0984 0.3257
C -2.3551 -0.4371 -0.0957
H 1.3552 1.5223 0.7984
H 1.2529 1.7451 -0.8404
H 0.0997 -2.2054 0.4436
N -0.4971 1.0385 0.1357
N 0.1261 -1.1001 0.1779
N -3.5402 -0.3101 -0.3515
O 2.4845 -0.6801 -0.2673
*
```

Calculated values
- LUMO level: -0.881 eV
- Frontier orbital gap: 9.09 eV
- Highest occupied orbital energy: -10.0 eV
- SMILES: N#CC1=NCC(=O)N1



Relative energies with respect to the most stable structure, expressed in hartree: <w> 0.0720; <x> 0.0000.



<w>
Computed, not measured: C4H3N3O in the gas phase, with ωB97M-V with the def2-TZVPD basis set.

ORCA input file:
```
! wB97M-V def2-TZVPD RIJCOSX def2/J DEFGRID3
* xyz 0 1
C -0.2548 -0.5230 1.8234
C -0.9129 -1.1540 0.5709
C -0.1639 -0.4575 -0.4650
C 0.5577 1.1211 -1.7669
H -0.1681 -0.9151 2.8507
H -1.5970 -2.0513 0.2999
H 0.9259 1.3841 -2.6145
N 0.8808 1.6075 -0.6429
N 0.4473 0.5347 0.1868
N 0.3894 0.5131 1.5441
O -0.1044 -0.0596 -1.7867
*
```

Calculated values
- LUMO level: 0.818 eV
- Frontier orbital gap: 9.66 eV
- Highest occupied orbital energy: -8.8 eV
- SMILES: c1cc2ocnn2n1



<x>
Computed, not measured: a molecular structure, C4H3N3O, with ωB97M-V with the def2-TZVPD basis set.

ORCA input file:
```
! wB97M-V def2-TZVPD RIJCOSX def2/J DEFGRID3
* xyz 0 1
C -0.4732 -0.0028 1.9011
C -0.8968 0.8691 0.8736
C 0.2444 -0.7292 -1.5285
C 1.5114 -0.0210 -1.6764
H 0.2312 -1.1434 1.5504
H -1.1237 1.9272 1.2523
H 0.2244 -1.8026 -1.9543
N -0.8889 0.8257 -0.3290
N -0.7274 -0.4189 -0.9014
N 2.6088 0.1455 -2.2506
O -0.7102 0.3505 3.0627
*
```

Calculated values
- LUMO level: -1.220 eV
- Frontier orbital gap: 9.22 eV
- Highest occupied orbital energy: -10.4 eV



Relative energies with respect to the most stable structure, expressed in hartree: <w> 0.0000; <x> 0.0546.



<w>
Computed, not measured: C5H7NO in the gas phase, with ωB97M-V with the def2-TZVPD basis set.

ORCA input file:
```
! wB97M-V def2-TZVPD RIJCOSX def2/J DEFGRID3
* xyz 0 1
C -0.8047 2.0739 -0.9825
C -0.4467 0.7478 -0.3978
C 0.7069 0.2004 -0.0012
C 0.3485 -1.1369 0.5073
N 1.2770 -2.2012 0.6100
C -1.0801 -1.3481 0.2782
O -1.4939 -0.1352 -0.1910
H -1.2853 1.9498 -1.9590
H 0.0922 2.6862 -1.1121
H -1.5048 2.6158 -0.3375
H 1.6946 0.6415 -0.0350
H 1.9824 -2.0495 1.3216
H 0.7989 -3.0777 0.7862
H -0.2851 -0.9668 1.5128
*
```

Calculated values
- LUMO level: 0.855 eV
- Frontier orbital gap: 9.77 eV
- Highest occupied orbital energy: -8.9 eV



<x>
Computed, not measured: C5H7NO in the gas phase, with ωB97M-V with the def2-TZVPD basis set.

ORCA input file:
```
! wB97M-V def2-TZVPD RIJCOSX def2/J DEFGRID3
* xyz 0 1
C -1.4250 -0.0873 -0.2962
C -0.7008 1.1718 -0.1786
C 0.8133 0.7127 0.0689
C 0.5747 -0.5740 0.9031
C -0.1682 -1.0477 -0.4246
H -0.8336 1.7020 -1.2270
H -0.9476 1.7285 0.7163
H 1.4209 1.7401 -0.0354
H -0.0810 -0.4920 1.8272
H 1.5811 -1.1826 1.1743
H -0.4812 -2.1522 -0.5337
H 1.8318 -0.7717 -0.6541
N 0.9838 -0.3524 -1.2127
O -2.5683 -0.3953 -0.1276
*
```

Calculated values
- LUMO level: 0.846 eV
- Frontier orbital gap: 10.40 eV
- Highest occupied orbital energy: -9.6 eV
- SMILES: O=C1C[C@H]2C[C@@H]1N2



<y>
Computed, not measured: C5H7NO in the gas phase, with ωB97M-V with the def2-TZVPD basis set.

ORCA input file:
```
! wB97M-V def2-TZVPD RIJCOSX def2/J DEFGRID3
* xyz 0 1
O -2.4994 0.2264 2.0700
C -2.4103 0.6076 0.7131
C -1.1341 0.2136 0.0878
C -0.0779 -0.1468 -0.3738
C 1.1384 -0.5452 -1.0531
C 2.3825 0.2551 -0.8455
N 2.2722 -1.1127 -0.3390
H -2.3193 -0.7209 2.1191
H -3.2543 0.2096 0.1281
H -2.5202 1.6963 0.7061
H 0.9668 -1.0460 -2.0034
H 2.3473 1.1077 -0.1642
H 3.0400 0.4118 -1.7019
H 2.0683 -1.1564 0.6567
*
```

Calculated values
- LUMO level: 0.848 eV
- Frontier orbital gap: 10.12 eV
- Highest occupied orbital energy: -9.3 eV
- SMILES: OCC#C[C@H]1CN1



<z>
Computed, not measured: C5H7NO in the gas phase, with ωB97M-V with the def2-TZVPD basis set.

ORCA input file:
```
! wB97M-V def2-TZVPD RIJCOSX def2/J DEFGRID3
* xyz 0 1
C 1.5504 -0.2148 0.6594
C 0.0628 -0.4534 0.3690
C -0.4570 0.4089 -0.7981
C -1.5094 1.4098 -0.3779
O -1.9108 1.5486 0.7515
C -0.1821 -1.8796 0.1120
N -0.3685 -3.0013 -0.1009
H 1.8900 -0.8288 1.4977
H 1.7105 0.8374 0.9146
H 2.1609 -0.4591 -0.2160
H -0.5218 -0.1844 1.2579
H 0.3624 0.9761 -1.2603
H -0.8823 -0.1974 -1.6066
H -1.9051 2.0379 -1.2022
*
```

Calculated values
- LUMO level: 0.750 eV
- Frontier orbital gap: 11.26 eV
- Highest occupied orbital energy: -10.5 eV
- SMILES: C[C@H](C#N)CC=O



Relative energies with respect to the most stable structure, expressed in hartree: <w> 0.0978; <x> 0.1131; <y> 0.0956; <z> 0.0000.



<w>
Computed, not measured: a molecular structure, C3H5O3S2, with ωB97M-V with the def2-TZVPD basis set.

ORCA input file:
```
! wB97M-V def2-TZVPD RIJCOSX def2/J DEFGRID3
* xyz -1 1
C -1.0943 2.4842 0.8891
C -0.9903 -1.2648 -0.9692
C 0.4950 -1.0687 -0.6744
O 1.2596 1.0259 2.2876
O 1.7136 1.5151 -0.1004
O 0.7891 -0.6855 0.6083
S -0.9032 2.9335 2.3892
S 0.7421 1.0457 0.9386
H -1.0839 -1.6145 -2.1137
H -1.5369 -1.8867 -0.3212
H -1.3815 -0.2607 -0.9437
H 0.9933 -0.2817 -1.2854
H 0.9973 -1.9419 -0.7047
*
```

Calculated values
- LUMO level: 3.412 eV
- Frontier orbital gap: 7.39 eV
- Highest occupied orbital energy: -4.0 eV



<x>
Computed, not measured: 2 unconnected molecules or ions with the total composition C3H5O3S2, with ωB97M-V with the def2-TZVPD basis set.

ORCA input file:
```
! wB97M-V def2-TZVPD RIJCOSX def2/J DEFGRID3
* xyz -1 1
C 0.2022 -0.3038 -2.0817
C -0.8046 0.5819 -1.3759
C 0.8480 -1.2255 -1.2758
O -0.5467 1.6542 4.0641
O 0.5356 -0.0826 -3.2720
O 1.1623 0.9387 2.4621
S -0.1231 -1.1887 3.9348
S -0.1045 0.6686 3.0762
H -0.7707 0.3516 -0.3080
H -0.8071 1.6279 -1.6270
H -1.7537 0.1931 -1.8566
H 0.3615 -1.3047 -0.2831
H 1.8009 -1.9106 -1.4572
*
```

Calculated values
- LUMO level (alpha / beta): 2.844 / -0.075 eV
- Frontier orbital gap (alpha / beta): 6.94 / 3.80 eV
- Highest occupied orbital energy (alpha / beta): -4.1 / -3.9 eV



<y>
Computed, not measured: 2 unconnected molecules or ions with the total composition C3H5O3S2, with ωB97M-V with the def2-TZVPD basis set.

ORCA input file:
```
! wB97M-V def2-TZVPD RIJCOSX def2/J DEFGRID3
* xyz -1 1
C 0.7835 1.6781 0.8340
C 1.7788 0.8378 0.7722
C -0.9237 -1.6802 -1.4020
O -0.5290 1.3083 0.8029
O 0.8115 3.0680 0.8247
O -0.5358 -0.8930 -2.2123
S -1.7617 -3.1195 -2.2970
S -1.1135 -1.7483 0.2433
H 2.7714 1.3159 0.8055
H 1.5242 -0.2115 0.7706
H -0.0585 3.1980 1.2912
H -1.9670 -4.1110 -1.2910
H -0.7800 0.3575 0.8579
*
```

Calculated values
- LUMO level: 3.316 eV
- Frontier orbital gap: 7.64 eV
- Highest occupied orbital energy: -4.3 eV



Relative energies with respect to the most stable structure, expressed in hartree: <w> 0.1178; <x> 0.1379; <y> 0.0000.



<w>
Computed, not measured: 2 unconnected molecules or ions with the total composition CH3BrNO2S, with ωB97M-V with the def2-TZVPD basis set.

ORCA input file:
```
! wB97M-V def2-TZVPD RIJCOSX def2/J DEFGRID3
* xyz -1 1
C -1.6188 -0.0588 -1.1390
N 0.8521 0.3080 1.1051
O 1.9914 0.0085 -1.1287
O 0.7651 -1.9132 -0.1727
S 0.7667 -0.4760 -0.4793
Br -1.7901 1.5709 0.0020
H -1.7850 -0.9965 -0.6096
H 0.8980 1.4271 0.9304
H -0.0794 0.1301 1.4919
*
```

Calculated values
- LUMO level: 3.325 eV
- Frontier orbital gap: 7.48 eV
- Highest occupied orbital energy: -4.2 eV



<x>
Computed, not measured: 2 unconnected molecules or ions with the total composition CH3BrNO2S, with ωB97M-V with the def2-TZVPD basis set.

ORCA input file:
```
! wB97M-V def2-TZVPD RIJCOSX def2/J DEFGRID3
* xyz -1 1
C -1.7706 1.1888 -0.2459
N 0.8661 -0.9466 1.0448
O 1.7337 1.4058 0.1509
O 1.1764 -0.3820 -1.5726
S 0.8008 0.3167 -0.2790
Br -2.4135 -0.5863 -0.6652
H -1.7689 1.6197 -1.2909
H 0.9907 -0.8325 2.0760
H 0.3854 -1.7835 0.7820
*
```

Calculated values
- LUMO level (alpha / beta): 3.388 / 3.388 eV
- Frontier orbital gap (alpha / beta): 7.31 / 7.31 eV
- Highest occupied orbital energy (alpha / beta): -3.9 / -3.9 eV



Relative energies with respect to the most stable structure, expressed in hartree: <w> 0.0000; <x> 0.0160.



<w>
Computed, not measured: a molecular structure, C6H8N2O, with ωB97M-V with the def2-TZVPD basis set.

ORCA input file:
```
! wB97M-V def2-TZVPD RIJCOSX def2/J DEFGRID3
* xyz 0 1
C 0.9730 -0.0371 0.1312
C 0.1207 0.8797 -0.4764
C -1.5288 -0.2699 -0.5581
C -0.9418 -1.1090 0.6321
C -1.3290 0.8940 0.2727
C 0.5087 -1.2050 0.6321
H 2.3224 1.2705 -0.3297
H 2.9943 -0.0302 0.8519
H 0.7833 1.7251 -0.8429
H 0.0784 -0.5011 -2.0935
H -2.4261 -0.4718 -1.0366
H -1.5572 -1.9293 1.0987
H -1.6762 1.8671 0.3787
H 1.2027 -1.8044 1.2021
N 2.2383 0.3430 0.2491
N -0.5308 0.1502 -1.5325
O -1.2318 0.2281 1.4211
*
```

Calculated values
- LUMO level: 1.016 eV
- Frontier orbital gap: 8.86 eV
- Highest occupied orbital energy: -7.8 eV



<x>
Computed, not measured: C6H8N2O in the gas phase, with ωB97M-V with the def2-TZVPD basis set.

ORCA input file:
```
! wB97M-V def2-TZVPD RIJCOSX def2/J DEFGRID3
* xyz 0 1
C 2.4931 -0.1455 0.4909
C 1.3785 0.5504 -0.3269
C -0.0747 0.3146 0.1343
C -1.8709 0.4862 1.3023
C -1.9915 -0.5090 0.4769
C -0.4975 -1.7454 -1.1510
H 3.2909 0.1272 -0.0099
H 2.1950 -1.2734 0.4828
H 2.5530 0.4894 1.2272
H -2.6962 1.0054 1.9846
H -2.8150 -1.2856 0.3948
H -1.5082 -2.1624 -1.6237
H 0.0684 -2.4041 -0.8575
H 0.1914 -1.2601 -1.9847
N -0.6352 1.2007 1.0757
N -0.8820 -0.6757 -0.2070
O 1.5900 1.1726 -1.4067
*
```

Calculated values
- LUMO level: 0.598 eV
- Frontier orbital gap: 9.68 eV
- Highest occupied orbital energy: -9.1 eV
- SMILES: CC(=O)c1nccn1C



<y>
Computed, not measured: C6H8N2O in the gas phase, with ωB97M-V with the def2-TZVPD basis set.

ORCA input file:
```
! wB97M-V def2-TZVPD RIJCOSX def2/J DEFGRID3
* xyz 0 1
C -1.6434 0.3431 -0.4226
C -1.8662 0.0199 0.9547
C -0.7956 -0.2771 1.7658
C 0.9506 0.5381 0.1852
C 1.6685 -0.4514 -0.8007
C -0.2141 0.5290 -0.8791
H -2.8960 -0.1893 1.1953
H -1.0213 -0.8619 2.7133
H 1.2292 -0.4417 2.0401
H 1.4351 1.5482 0.2206
H 2.4897 0.0701 -1.3539
H 2.0045 -1.3918 -0.3290
H 0.4492 -0.6691 -2.4770
H -0.1824 1.4359 -1.4966
N 0.5129 0.0164 1.4649
N 0.3780 -0.6733 -1.4781
O -2.4988 0.4548 -1.3030
*
```

Calculated values
- LUMO level: 0.700 eV
- Frontier orbital gap: 9.17 eV
- Highest occupied orbital energy: -8.5 eV
- SMILES: O=C1C=CN[C@H]2CN[C@@H]12



Relative energies with respect to the most stable structure, expressed in hartree: <w> 0.1056; <x> 0.0744; <y> 0.0000.



<w>
Computed, not measured: a gas-phase ion, C4H8NO2 (charge +1), with ωB97M-V with the def2-TZVPD basis set.

ORCA input file:
```
! wB97M-V def2-TZVPD RIJCOSX def2/J DEFGRID3
* xyz 1 1
O -2.1776 -0.4784 0.4357
C -1.2971 0.0745 -0.1520
C 0.0562 0.5472 0.4106
C 1.1069 -0.5947 0.2755
C 1.2141 -0.9709 -1.2280
O 1.1662 -0.0898 -2.0301
N -0.0717 1.1531 1.7604
H -1.3570 0.1876 -1.2478
H 0.3140 1.4175 -0.2069
H 2.0573 -0.0730 0.4975
H 0.8706 -1.3905 1.0188
H 1.0745 -2.0564 -1.3966
H -1.0366 0.9884 2.0881
H 0.6323 0.8819 2.4578
H -0.0881 2.1798 1.8588
*
```

Calculated values
- LUMO level: -4.110 eV
- Frontier orbital gap: 10.29 eV
- Highest occupied orbital energy: -14.4 eV
- SMILES: [NH3+][C@H](C=O)CC=O



<x>
Computed, not measured: a gas-phase ion, C4H8NO2 (charge +1), with ωB97M-V with the def2-TZVPD basis set.

ORCA input file:
```
! wB97M-V def2-TZVPD RIJCOSX def2/J DEFGRID3
* xyz 1 1
C -0.3058 -1.6990 0.8597
C 1.6831 0.1949 0.0768
C -0.8828 -0.8407 0.0422
C -0.8313 0.6448 0.2685
N 0.5846 0.8704 0.7675
O 1.9162 0.8982 -0.9988
O -0.8183 1.3895 -0.8892
H -0.1893 -2.7327 0.6438
H -1.2213 -1.1180 -0.9767
H 0.1648 -1.4583 1.8246
H -1.3541 1.2039 1.0187
H 0.4697 0.3919 1.7518
H 0.8644 1.8600 0.9680
H 2.5911 0.5447 -1.5514
H -1.3900 0.9349 -1.5515
*
```

Calculated values
- LUMO level: -4.549 eV
- Frontier orbital gap: 9.58 eV
- Highest occupied orbital energy: -14.1 eV



<y>
Computed, not measured: a gas-phase ion, C4H8NO2 (charge +1), with ωB97M-V with the def2-TZVPD basis set.

ORCA input file:
```
! wB97M-V def2-TZVPD RIJCOSX def2/J DEFGRID3
* xyz 1 1
C -1.1489 1.1839 -1.4215
C -0.0115 1.0071 -0.7126
C 1.5580 -0.2073 0.9271
C 0.2528 -0.1522 0.1892
N -0.2237 -1.4637 -0.1186
O 1.9435 -1.2971 1.1963
O -0.7544 0.3421 1.5501
H -1.2721 2.0175 -2.0532
H -1.9174 0.4397 -1.4161
H 0.6678 1.8747 -0.6377
H 2.0914 0.7738 1.1511
H 0.0556 -1.6838 -1.0595
H -1.1994 -1.5660 0.1021
H 0.2747 -2.3284 0.2630
H -0.3163 1.0598 2.0404
*
```

Calculated values
- LUMO level: -4.905 eV
- Frontier orbital gap: 9.66 eV
- Highest occupied orbital energy: -14.6 eV
- SMILES: C=C[C@]([NH3+])(O)C=O



<z>
Computed, not measured: a molecular structure, C4H8NO2, with ωB97M-V with the def2-TZVPD basis set.

ORCA input file:
```
! wB97M-V def2-TZVPD RIJCOSX def2/J DEFGRID3
* xyz 1 1
C -1.4706 1.4480 0.1055
C -0.5684 0.6865 -0.5043
C 1.8960 0.0395 -0.7432
C 0.6616 0.1980 0.1530
N 0.1500 -1.6127 0.3265
O 2.9645 0.3085 -0.2869
O 0.9290 0.6079 1.3616
H -2.3563 1.7740 -0.4118
H -1.3474 1.7758 1.1245
H -0.6961 0.3749 -1.5311
H 1.7164 -0.2846 -1.7748
H 0.9641 -2.2224 0.4158
H -0.4332 -1.9040 -0.4534
H -0.3826 -1.6337 1.1964
H 1.8945 0.5848 1.5369
*
```

Calculated values
- LUMO level: -4.983 eV
- Frontier orbital gap: 9.99 eV
- Highest occupied orbital energy: -15.0 eV



Relative energies with respect to the most stable structure, expressed in hartree: <w> 0.0090; <x> 0.1020; <y> 0.0628; <z> 0.0000.